1.
An isolated molecule of C2H3NO2, computed with wB97M-V/def2-TZVPD.

Positions of all 8 atoms, in Å:
1 C 0.5092 0.1350 -0.4116
2 C 0.3827 -0.9952 0.3997
3 N -0.6190 0.9469 -0.1231
4 O 1.2980 0.4472 -1.2815
5 O -1.3310 0.7052 0.8532
6 H -0.4843 -1.1698 1.0094
7 H 1.1239 -1.7727 0.3302
8 H -0.8795 1.7035 -0.7763

Computed properties:
**Energy**: -283.1045 a.u.
**Spin multiplicity**: 1
**Total charge**: 0
**HOMO-LUMO gap (alpha / beta)**: 9.25 / 7.48 eV

2.
A structure of composition C28H29N5OS, computed with wB97M-V/def2-TZVPD.

Positions of all 64 atoms, in Å:
1 O -3.1961 -0.5427 -3.4819
2 C -2.1990 0.0358 -2.9711
3 N -1.9620 1.3004 -2.9681
4 C -0.7631 2.0209 -2.3934
5 H -0.0340 1.4623 -1.7862
6 C -0.0919 2.5824 -3.4735
7 H 0.6891 3.0948 -3.0878
8 H 0.4024 1.7388 -4.2144
9 C -0.8313 3.4964 -4.2996
10 N -0.2064 4.2075 -5.4123
11 C -0.7560 5.1390 -6.0018
12 C 0.1303 5.4585 -7.2063
13 H 1.0269 6.1731 -6.9667
14 C 0.1242 4.0434 -7.8187
15 H -0.6556 3.8604 -8.2584
16 H 0.8576 3.9641 -8.3706
17 C 0.2356 3.4553 -6.4331
18 H -0.2474 2.3499 -6.4804
19 H 1.4680 3.1078 -6.4246
20 H -0.6148 6.1181 -7.9470
21 H -1.7749 5.2230 -6.1644
22 H -0.8056 5.9957 -5.1941
23 C -2.2420 2.6414 -4.7854
24 H -3.0540 3.3123 -5.2055
25 C -2.6170 2.1019 -3.5852
26 H -3.7631 1.6005 -3.8644
27 H -3.2476 3.1507 -2.7595
28 H -1.9096 1.8279 -5.5303
29 H -1.3301 4.2869 -3.5568
30 H -1.1214 2.7973 -1.6756
31 C -1.1334 -0.9570 -2.1326
32 C -0.9273 -0.6946 -0.6637
33 C -0.2224 -1.6098 -0.0355
34 C 0.4859 -2.4776 -0.5817
35 C 0.3036 -2.6953 -1.9742
36 C -0.5209 -2.0714 -2.8524
37 H -0.5116 -1.9767 -3.8255
38 H 0.5992 -3.6218 -2.5492
39 N 1.3564 -3.5128 -0.0191
40 C 1.7181 -3.7284 1.3288
41 N 1.1476 -2.6184 2.1495
42 C 1.5842 -3.0000 3.5359
43 C 2.6221 -3.8521 3.8918
44 C 2.9736 -4.5981 2.8662
45 N 2.7019 -4.6327 1.5843
46 H 3.6728 -5.3963 2.8216
47 H 2.9226 -3.8529 4.7645
48 C 1.1813 -1.6595 4.3174
49 C 1.6351 -1.7378 5.6359
50 C 0.8358 -0.7197 6.3795
51 C 0.9059 -0.1744 7.5695
52 C 0.1736 0.9394 7.9229
53 C -0.5556 1.6955 6.8134
54 C -0.7859 1.3027 5.6779
55 C -0.0680 0.1860 5.2683
56 S 0.0239 -0.7204 3.6861
57 H -1.1844 1.8275 5.0016
58 H -1.2382 2.4564 7.3859
59 H 0.1180 1.2174 8.9224
60 H 1.1279 -0.7122 8.2378
61 H 2.2032 -2.2492 6.2390
62 H 1.6735 -4.1826 -0.6330
63 H -0.0344 -1.4360 1.0228
64 H -1.6788 -0.0419 -0.0157

Computed properties:
**Energy**: -1830.7685 a.u.
**Spin multiplicity**: 1
**Total charge**: 0
**HOMO-LUMO gap**: 7.35 eV

3.
An isolated molecule of C3H8N2O, computed with wB97M-V/def2-TZVPD.

Positions of all 14 atoms, in Å:
1 C -2.4593 0.8229 0.4707
2 N -1.4480 -0.3741 0.2484
3 C -0.1627 -0.1601 -0.4564
4 O -0.1763 0.1408 -1.6259
5 N 0.9483 -0.3708 0.2883
6 C 2.2589 -0.1658 -0.3108
7 H -1.9358 1.4540 1.2068
8 H -1.9833 -1.0062 -0.3430
9 H -2.3699 1.3482 -0.4933
10 H -1.3343 -0.8404 1.1476
11 H 0.8851 -0.4784 1.2904
12 H 2.5658 0.8842 -0.2744
13 H 2.9985 -0.7793 0.2087
14 H 2.2127 -0.4750 -1.3570

Computed properties:
**Energy**: -303.7576 a.u.
**Spin multiplicity**: 1
**Total charge**: 0
**HOMO-LUMO gap**: 7.21 eV

4.
A structure of composition C18H18F10IN4O2S, computed with wB97M-V/def2-TZVPD.

Positions of all 54 atoms, in Å:
1 C -2.4307 -2.3880 2.1093
2 N -2.6143 -2.3841 0.6491
3 C -3.2823 -1.1852 0.1535
4 C -2.1607 -0.1535 -0.0958
5 N -1.8977 0.6779 0.9092
6 C -0.8784 1.5288 0.5493
7 C -0.4301 2.4827 1.5474
8 C 0.5961 3.4123 1.3166
9 C 1.0028 4.3382 2.4746
10 C 1.7574 3.4450 3.5390
11 C 2.9742 2.6554 2.9472
12 C 2.9095 1.1120 3.2216
13 N 1.9854 0.3894 2.3324
14 C 1.2356 3.4705 0.0138
15 C 0.8101 2.5514 -0.9454
16 F 1.4154 2.5624 -2.1476
17 C -0.2182 1.5696 -0.7160
18 N -0.5339 0.6964 -1.7152
19 C -1.4785 -0.1636 -1.3911
20 S -1.9065 -1.3442 -2.7196
21 O -3.1626 -0.8431 -3.2725
22 O -2.1427 -2.6944 -2.2560
23 C -0.6970 -1.2536 -4.1313
24 F -0.6944 0.0461 -4.5353
25 F -1.2439 -1.9221 -5.1550
26 C 0.7932 -1.6227 -3.8739
27 F 1.4977 -0.6268 -3.3125
28 F 1.3632 -1.7944 -5.1068
29 C 1.1177 -2.9154 -3.0654
30 F 2.4827 -2.9514 -2.9809
31 F 0.7173 -2.8583 -1.7884
32 C 0.7417 -4.2764 -3.7403
33 F -0.5439 -4.4143 -4.0167
34 F 1.5198 -4.5559 -4.7910
35 F 1.0391 -5.2294 -2.8255
36 H -1.4194 -2.8014 2.3209
37 H -2.5396 -1.3433 2.4687
38 H -3.2058 -3.1522 2.5751
39 H -3.1188 -3.2054 0.3219
40 H -3.8382 -1.4139 -0.7687
41 H -3.9699 -0.7854 0.9317
42 H -0.9111 2.4881 2.5325
43 H 0.0923 4.7166 2.9652
44 H 1.6629 5.1290 2.0786
45 H 2.1184 4.0482 4.3892
46 H 1.0040 2.7299 3.9277
47 H 3.8699 3.0026 3.5068
48 H 3.1690 2.8539 1.8799
49 H 3.9173 0.6880 3.0489
50 H 2.6119 0.9091 4.2655
51 H 1.0696 0.2956 2.7548
52 H 1.9089 0.8644 1.4395
53 H 2.0178 4.2099 -0.1951
54 I -4.0727 -4.5803 2.3519

Computed properties:
**Energy**: -2760.6840 a.u.
**Spin multiplicity**: 1
**Total charge**: -1
**HOMO-LUMO gap**: 3.80 eV